{"formula": "C2HO4", "method": "ωB97M-V with the def2-TZVPD basis set", "multiplicity": 1, "total_charge": -1, "e_above_lowest_ev": 6.774, "elements": ["C", "C", "O", "O", "O", "O", "H"], "coordinates": [[-0.205, 0.017, 1.826], [0.499, -0.435, -1.283], [-0.176, 1.134, 1.830], [-0.286, -1.092, 2.092], [-0.232, 0.637, -0.657], [0.534, 0.877, -1.822], [-0.133, -1.139, -1.987]], "lowdin_charge": [-0.520, -0.354, 0.216, 0.183, -0.264, -0.230, -0.030]}


{"formula": "C48H123N7O25", "method": "ωB97M-V with the def2-TZVPD basis set", "multiplicity": 1, "total_charge": 0, "elements": ["O", "H", "H", "H", "O", "H", "H", "H", "C", "C", "C", "O", "C", "C", "C", "O", "O", "O", "H", "H", "O", "H", "H", "O", "H", "H", "O", "H", "H", "O", "H", "H", "O", "H", "H", "C", "O", "C", "C", "N", "C", "C", "O", "C", "H", "H", "H", "H", "H", "H", "H", "H", "H", "H", "H", "H", "H", "H", "H", "C", "O", "C", "C", "N", "C", "C", "O", "C", "H", "H", "H", "H", "H", "H", "H", "H", "H", "H", "H", "H", "H", "H", "H", "C", "O", "C", "C", "N", "C", "C", "O", "C", "H", "H", "H", "H", "H", "H", "H", "H", "H", "H", "H", "H", "H", "H", "H", "C", "O", "C", "C", "N", "C", "C", "O", "C", "H", "H", "H", "H", "H", "H", "H", "H", "H", "H", "H", "H", "H", "H", "H", "C", "O", "C", "C", "N", "C", "C", "O", "C", "H", "H", "H", "H", "H", "H", "H", "H", "H", "H", "H", "H", "H", "H", "H", "C", "O", "C", "C", "N", "C", "C", "O", "C", "H", "H", "H", "H", "H", "H", "H", "H", "H", "H", "H", "H", "H", "H", "H", "C", "O", "C", "C", "N", "C", "C", "O", "C", "H", "H", "H", "H", "H", "H", "H", "H", "H", "H", "H", "H", "H", "H", "H"], "coordinates": [[3.189, 1.893, 2.604], [3.221, 2.839, 2.768], [3.381, 1.452, 3.434], [2.333, 1.604, 2.280], [1.747, -4.622, -2.208], [2.672, -4.776, -2.412], [1.684, -3.905, -1.573], [1.253, -4.447, -3.013], [0.951, -0.606, 0.392], [0.443, 0.676, 0.302], [-0.580, 1.104, -0.729], [-1.014, 2.297, -0.807], [-0.993, 0.172, -1.655], [-0.487, -1.142, -1.785], [0.566, -1.575, -0.630], [1.150, -2.681, -0.689], [-0.880, -1.878, -2.678], [0.723, 1.350, 1.364], [1.537, -0.983, 1.217], [-1.689, 0.505, -2.410], [-1.483, 3.253, -3.696], [-1.073, 2.414, -3.906], [-1.781, 3.155, -2.792], [0.135, 0.894, -4.227], [-0.012, 0.187, -3.598], [0.821, 1.430, -3.830], [-0.035, 4.987, 0.590], [0.888, 4.849, 0.375], [-0.469, 4.182, 0.311], [-1.215, -1.179, -5.591], [-1.713, -1.470, -4.826], [-0.905, -0.305, -5.357], [-3.657, -2.213, -3.318], [-2.803, -1.871, -3.054], [-4.142, -2.304, -2.498], [-1.879, 4.896, 7.249], [-1.695, 4.010, 6.080], [-0.592, 4.341, 5.286], [-0.756, 3.705, 3.840], [-1.709, 4.408, 3.012], [-2.373, 3.457, 2.103], [-3.402, 4.247, 1.191], [-2.787, 5.485, 0.738], [-3.569, 6.092, -0.326], [-1.572, 5.932, 7.108], [-1.168, 4.531, 7.990], [-2.834, 4.795, 7.765], [0.297, 3.902, 5.740], [-0.281, 5.385, 5.246], [-0.989, 2.662, 4.054], [0.240, 3.696, 3.396], [-2.317, 4.774, 3.731], [-2.897, 2.649, 2.613], [-1.599, 2.986, 1.498], [-4.249, 4.504, 1.826], [-3.653, 3.628, 0.330], [-3.734, 5.391, -1.145], [-3.077, 6.981, -0.720], [-4.531, 6.392, 0.089], [1.502, 1.607, 8.288], [1.675, 0.661, 7.255], [1.335, 1.143, 5.904], [1.872, 0.041, 4.935], [3.290, 0.226, 4.636], [3.978, -0.846, 3.899], [5.534, -0.604, 3.938], [5.850, 0.803, 3.659], [7.237, 1.096, 3.622], [0.619, 2.193, 8.033], [2.349, 2.293, 8.276], [1.380, 1.114, 9.253], [1.736, 2.133, 5.685], [0.249, 1.121, 5.996], [1.246, 0.111, 4.045], [1.773, -0.948, 5.383], [3.772, 0.242, 5.523], [3.544, -0.937, 2.904], [3.747, -1.826, 4.316], [6.006, -1.305, 3.250], [5.983, -0.834, 4.904], [7.476, 2.123, 3.344], [7.826, 0.442, 2.980], [7.662, 1.026, 4.623], [7.063, -6.676, 3.756], [6.389, -6.979, 2.570], [4.969, -6.781, 2.623], [4.218, -6.871, 1.224], [4.300, -5.581, 0.462], [3.729, -4.498, 1.204], [4.082, -3.228, 0.475], [5.399, -2.781, 0.696], [5.669, -1.426, 0.170], [8.055, -7.117, 3.659], [6.665, -7.142, 4.658], [7.283, -5.608, 3.781], [4.757, -5.882, 3.201], [4.543, -7.496, 3.327], [3.212, -7.115, 1.567], [4.679, -7.698, 0.685], [5.233, -5.209, 0.364], [3.944, -4.345, 2.262], [2.658, -4.662, 1.086], [3.397, -2.453, 0.819], [3.874, -3.303, -0.593], [5.855, -1.404, -0.904], [6.658, -1.082, 0.476], [4.873, -0.784, 0.547], [-5.473, -6.526, 0.063], [-4.885, -5.254, 0.392], [-3.750, -4.973, -0.449], [-3.210, -3.506, -0.280], [-4.217, -2.458, -0.462], [-3.743, -1.157, -0.245], [-4.062, -0.474, 1.138], [-5.440, 0.011, 1.332], [-5.630, 0.478, 2.692], [-6.089, -6.387, -0.826], [-6.116, -6.845, 0.882], [-4.644, -7.229, -0.022], [-4.171, -4.997, -1.454], [-2.932, -5.691, -0.393], [-2.301, -3.297, -0.844], [-2.837, -3.457, 0.743], [-4.796, -2.667, 0.339], [-4.282, -0.607, -1.016], [-2.678, -1.053, -0.450], [-3.352, 0.340, 1.290], [-3.849, -1.250, 1.872], [-5.350, -0.277, 3.427], [-6.669, 0.673, 2.957], [-5.116, 1.405, 2.950], [4.488, -2.197, -3.381], [3.421, -3.003, -3.854], [2.450, -2.450, -4.728], [1.418, -3.328, -5.315], [0.478, -3.849, -4.296], [-0.433, -4.818, -4.807], [-1.274, -5.600, -3.779], [-0.457, -6.318, -2.834], [0.051, -7.612, -3.187], [4.892, -1.639, -4.225], [5.160, -2.940, -2.951], [4.254, -1.457, -2.615], [3.084, -2.193, -5.577], [1.941, -1.606, -4.262], [1.998, -4.075, -5.856], [0.894, -2.844, -6.139], [-0.096, -3.137, -3.867], [0.037, -5.559, -5.455], [-1.176, -4.268, -5.385], [-2.073, -6.141, -4.286], [-1.780, -4.838, -3.186], [1.066, -7.480, -3.560], [-0.454, -8.084, -4.030], [0.178, -8.278, -2.333], [2.860, 9.349, -0.819], [3.789, 8.304, -0.604], [3.226, 7.221, 0.147], [3.315, 5.984, -0.684], [2.536, 4.929, -0.090], [2.671, 3.602, -0.782], [2.014, 3.549, -2.232], [2.256, 2.237, -2.765], [3.505, 2.120, -3.362], [2.081, 9.120, -1.547], [3.432, 10.220, -1.137], [2.369, 9.626, 0.114], [2.255, 7.412, 0.604], [3.895, 7.283, 1.005], [4.364, 5.687, -0.692], [2.798, 6.251, -1.605], [2.815, 4.874, 0.879], [2.157, 2.849, -0.184], [3.702, 3.254, -0.853], [2.360, 4.291, -2.951], [0.938, 3.709, -2.150], [3.604, 1.203, -3.942], [4.401, 2.162, -2.743], [3.687, 2.931, -4.067], [-9.571, 1.121, -2.613], [-8.121, 1.114, -2.421], [-7.723, 1.880, -1.237], [-6.189, 1.972, -1.344], [-5.737, 2.403, -2.696], [-4.403, 1.897, -3.164], [-4.387, 1.971, -4.658], [-5.568, 1.334, -5.197], [-5.544, -0.075, -5.048], [-10.053, 2.094, -2.523], [-9.865, 0.473, -1.787], [-9.774, 0.732, -3.611], [-7.959, 1.449, -0.264], [-8.094, 2.900, -1.135], [-5.739, 1.059, -0.955], [-5.660, 2.718, -0.751], [-6.428, 1.990, -3.306], [-4.293, 0.900, -2.738], [-3.608, 2.530, -2.769], [-3.423, 1.614, -5.021], [-4.452, 3.035, -4.883], [-6.582, -0.373, -5.195], [-5.263, -0.468, -4.071], [-4.847, -0.611, -5.691]], "lowdin_charge": [0.287, 0.164, 0.053, 0.082, 0.242, 0.139, 0.048, 0.033, 0.003, -0.323, -0.326, -0.004, -0.049, -0.353, -0.237, -0.033, -0.033, -0.100, 0.086, 0.119, -0.052, -0.013, -0.006, -0.044, 0.004, 0.027, -0.059, -0.053, -0.013, -0.041, -0.001, -0.002, -0.047, -0.019, -0.001, -0.062, -0.190, -0.243, -0.214, -0.038, -0.178, -0.170, -0.216, -0.083, 0.083, 0.066, 0.084, 0.080, 0.119, 0.103, 0.095, 0.105, 0.095, 0.077, 0.111, 0.098, 0.077, 0.082, 0.076, -0.106, -0.225, -0.147, -0.154, -0.101, -0.156, -0.142, -0.211, -0.112, 0.074, 0.085, 0.092, 0.108, 0.128, 0.118, 0.126, 0.129, 0.102, 0.121, 0.109, 0.119, 0.088, 0.085, 0.084, -0.131, -0.193, -0.212, -0.126, -0.047, -0.240, -0.252, -0.190, -0.048, 0.084, 0.090, 0.087, 0.092, 0.110, 0.112, 0.113, 0.102, 0.108, 0.126, 0.091, 0.105, 0.067, 0.079, 0.085, -0.092, -0.208, -0.193, -0.175, -0.076, -0.211, -0.139, -0.193, -0.102, 0.088, 0.083, 0.081, 0.111, 0.116, 0.103, 0.112, 0.112, 0.096, 0.097, 0.110, 0.111, 0.077, 0.080, 0.070, -0.092, -0.211, -0.209, -0.165, -0.048, -0.197, -0.169, -0.204, -0.094, 0.088, 0.093, 0.072, 0.129, 0.129, 0.127, 0.126, 0.082, 0.124, 0.128, 0.127, 0.109, 0.072, 0.087, 0.084, -0.114, -0.193, -0.226, -0.196, -0.098, -0.128, -0.137, -0.208, -0.128, 0.089, 0.086, 0.082, 0.129, 0.122, 0.129, 0.138, 0.107, 0.093, 0.098, 0.116, 0.114, 0.084, 0.079, 0.091, -0.073, -0.209, -0.183, -0.195, -0.035, -0.203, -0.194, -0.187, -0.113, 0.079, 0.082, 0.083, 0.110, 0.114, 0.078, 0.099, 0.067, 0.086, 0.089, 0.115, 0.126, 0.089, 0.055, 0.084]}


Going through the records in order, we get HOMO-LUMO gap values of 5.21, 6.61 eV.